A 2-piece molecular cluster, C3H5O2S overall at a distorted geometry, computed with ωB97M-V/def2-TZVPD.

Values from the calculation:
2S+1 ... 1
Charge ... -1
Orbital gap (spin up / spin down) ... 6.564 / 6.563 eV
Energy relative to the best compared isomer or geometry (same formula, charge and spin) ... 369.6 kJ/mol

Structure (XYZ):
```
11
Properties=species:S:1:pos:R:3:forces:R:3
H -0.212708 0.219656 -1.325298 0.3 -0.7 -0.4
H -2.255691 -0.203036 0.926034 -0.5 -0.7 -0.4
H -2.277724 -0.936074 -0.875690 -1.0 0.5 0.9
C -2.081843 -0.118124 -0.151191 3.1 -1.4 0.0
H -2.343747 0.827538 -0.444123 -1.9 2.2 -1.2
C 0.285723 0.119341 0.707267 2.9 0.8 -0.9
H -0.055141 0.430052 1.669350 -0.5 -0.7 1.2
O 3.101188 0.674150 -1.005080 -0.3 0.5 0.3
C -0.537040 0.034031 -0.308793 -0.9 0.0 0.7
S 2.960468 0.187238 0.373693 -0.5 -1.7 -0.7
O 3.416516 -1.234775 0.433826 -0.7 1.4 0.6
```
Positions in Å, forces in eV/Å.

Here are the Mulliken charges for atoms 1 to 8, given in e: 0.341 0.302 0.298 -1.093 0.267 -0.708 0.198 -0.524


C2H2I2S2 as an isolated structure at a distorted geometry, computed with ωB97M-V/def2-TZVPD.

Values from the calculation:
2S+1 ... 1
Orbital gap ... 7.556 eV
Energy relative to the best compared isomer or geometry (same formula, charge and spin) ... 124.4 kJ/mol

Structure (XYZ):
```
8
Properties=species:S:1:pos:R:3:forces:R:3
C -0.164375 -0.452515 0.128161 3.5 -1.2 1.5
S -0.136589 -2.938861 -0.763815 -0.1 -1.0 -0.4
S -0.442784 1.279785 -0.181765 0.0 -0.2 -0.3
I -2.839989 -1.183796 -1.233000 -0.1 -0.1 0.2
H -1.795910 1.297705 -0.400375 0.7 -0.4 0.2
H 1.220530 -0.849319 0.087923 -4.6 1.8 -0.1
I -0.462669 -0.988722 2.368940 0.0 0.4 -0.8
C -0.912592 -1.578433 -0.518412 0.7 0.8 -0.4
```
Positions in Å, forces in eV/Å.

What are the Mulliken partial charges on each atom? They are as follows, in elementary charge units: -0.626 -0.161 -0.099 0.176 0.106 0.375 0.103 0.125